{"formula": "C54H48F3N3O6ReS4Si", "method": "ωB97M-V with the def2-TZVPD basis set", "multiplicity": 2, "energy_ev": -135003.322, "e_lumo_ev": [-1.6, -1.6], "relative_energy_ev": 31.325, "symbols": ["Re", "C", "Si", "C", "C", "C", "C", "C", "C", "N", "C", "S", "H", "H", "H", "H", "H", "H", "H", "H", "H", "H", "H", "H", "C", "C", "C", "C", "C", "C", "C", "S", "O", "C", "C", "C", "C", "C", "C", "C", "C", "C", "C", "C", "C", "C", "C", "C", "C", "C", "C", "C", "C", "S", "O", "C", "C", "C", "C", "C", "C", "C", "H", "H", "H", "H", "H", "H", "H", "H", "H", "H", "H", "H", "H", "H", "H", "H", "H", "H", "H", "H", "H", "H", "H", "H", "H", "H", "N", "C", "C", "C", "C", "C", "C", "S", "O", "O", "O", "H", "H", "H", "H", "H", "H", "F", "C", "F", "F", "C", "C", "C", "N", "C", "C", "H", "H", "H", "H", "O"], "xyz": [[-0.62, -0.37, 1.27], [-3.07, 5.93, 1.18], [-3.82, 4.18, 1.15], [-5.47, 4.26, 2.11], [-4.23, 3.77, -0.62], [-2.65, 3.03, 2.14], [-2.40, 3.42, 3.48], [-1.56, 2.67, 4.30], [-0.99, 1.54, 3.76], [-1.19, 1.13, 2.49], [-2.00, 1.86, 1.71], [-2.13, 1.18, 0.16], [-3.73, 6.63, 0.66], [-2.10, 5.93, 0.68], [-2.94, 6.27, 2.21], [-6.16, 4.94, 1.60], [-5.31, 4.63, 3.12], [-5.93, 3.27, 2.16], [-4.91, 4.53, -1.03], [-4.73, 2.81, -0.71], [-3.33, 3.77, -1.25], [-2.85, 4.31, 3.90], [-1.37, 2.96, 5.32], [-0.32, 0.91, 4.34], [2.71, -7.56, -1.84], [2.12, -6.30, -1.30], [1.06, -5.65, -1.94], [0.52, -4.47, -1.42], [1.04, -3.92, -0.24], [2.11, -4.57, 0.40], [2.64, -5.75, -0.12], [0.32, -2.37, 0.40], [0.61, -2.78, 1.83], [1.57, -1.50, -0.73], [2.78, -1.52, -0.03], [4.00, -1.56, -0.66], [4.02, -1.81, -2.02], [5.24, -2.19, -2.60], [5.29, -2.62, -3.92], [4.12, -2.71, -4.65], [2.90, -2.31, -4.09], [2.81, -1.77, -2.78], [1.56, -1.29, -2.20], [0.36, -0.75, -3.15], [0.49, -0.37, -4.58], [1.72, -0.11, -5.24], [1.80, 0.19, -6.60], [0.65, 0.31, -7.37], [-0.58, 0.19, -6.75], [-0.68, -0.10, -5.38], [-1.93, -0.02, -4.81], [-2.03, -0.05, -3.45], [-0.93, -0.35, -2.65], [-1.21, 0.02, -0.94], [-1.69, -1.45, -1.02], [-0.04, 1.41, -1.00], [1.05, 1.49, -0.10], [1.92, 2.57, -0.13], [1.73, 3.62, -1.04], [2.66, 4.79, -1.07], [0.64, 3.56, -1.92], [-0.24, 2.47, -1.90], [2.20, -7.88, -2.78], [2.60, -8.38, -1.10], [3.79, -7.41, -2.06], [0.64, -6.06, -2.86], [-0.30, -3.99, -1.93], [2.55, -4.17, 1.31], [3.47, -6.23, 0.39], [2.80, -1.61, 1.05], [4.90, -1.61, -0.07], [6.16, -2.19, -2.02], [6.23, -2.92, -4.35], [4.15, -3.09, -5.66], [2.02, -2.44, -4.70], [2.66, -0.09, -4.72], [2.77, 0.36, -7.06], [0.72, 0.55, -8.42], [-1.47, 0.36, -7.35], [-2.81, 0.22, -5.40], [-2.99, 0.20, -3.00], [1.23, 0.71, 0.62], [2.75, 2.60, 0.57], [3.47, 4.69, -0.31], [2.10, 5.73, -0.86], [3.13, 4.87, -2.07], [0.47, 4.37, -2.63], [-1.07, 2.46, -2.58], [-0.30, -0.35, 3.26], [0.71, 0.52, 3.73], [1.03, 1.65, 2.98], [1.97, 2.57, 3.46], [2.53, 2.38, 4.73], [2.18, 1.27, 5.50], [1.25, 0.35, 5.01], [3.77, 3.55, 5.34], [4.51, 3.91, 4.13], [4.52, 2.77, 6.31], [2.92, 4.61, 5.90], [-0.13, -1.30, 3.63], [-1.17, -0.20, 3.78], [0.58, 1.81, 2.01], [2.26, 3.44, 2.87], [2.63, 1.14, 6.49], [0.98, -0.49, 5.63], [-6.89, -2.43, 3.48], [-5.97, -3.30, 2.97], [-5.80, -4.26, 3.92], [-6.58, -3.91, 1.92], [-4.69, -2.61, 2.58], [-4.70, -1.60, 1.62], [-3.51, -0.98, 1.28], [-2.32, -1.31, 1.82], [-2.32, -2.30, 2.75], [-3.47, -2.97, 3.15], [-5.63, -1.28, 1.14], [-3.47, -0.19, 0.53], [-1.35, -2.54, 3.17], [-3.40, -3.75, 3.91], [0.44, -1.53, 1.94]]}

---

{"formula": "C54H48N6O3PS3Ti", "method": "ωB97M-V with the def2-TZVPD basis set", "multiplicity": 3, "energy_ev": -136765.180, "e_lumo_ev": [-3.5, -3.5], "relative_energy_ev": 0.462, "total_charge": 1, "symbols": ["Ti", "O", "C", "O", "C", "C", "C", "C", "C", "C", "N", "C", "C", "C", "C", "C", "C", "N", "H", "H", "H", "H", "H", "H", "H", "H", "H", "H", "O", "N", "C", "C", "C", "C", "C", "C", "C", "P", "C", "C", "C", "C", "C", "C", "C", "C", "C", "C", "C", "C", "H", "H", "H", "H", "H", "H", "H", "H", "H", "H", "H", "H", "H", "H", "H", "H", "C", "C", "S", "C", "C", "S", "C", "C", "S", "H", "H", "H", "H", "H", "H", "H", "H", "H", "H", "H", "H", "N", "C", "C", "C", "C", "C", "C", "C", "C", "C", "C", "C", "C", "N", "C", "C", "C", "C", "N", "H", "H", "H", "H", "H", "H", "H", "H", "H", "H"], "xyz": [[-0.03, 0.08, 0.77], [-1.41, 0.27, 8.79], [-1.87, -0.32, 7.68], [-2.79, -1.09, 7.73], [-1.20, 0.03, 6.38], [0.09, 0.50, 6.27], [0.63, 0.80, 5.02], [-0.13, 0.63, 3.86], [-1.43, 0.13, 3.98], [-1.95, -0.17, 5.22], [0.37, 0.93, 2.58], [1.15, 2.00, 2.43], [1.51, 2.39, 1.12], [2.27, 3.55, 0.85], [2.55, 3.89, -0.45], [2.06, 3.08, -1.49], [1.31, 1.97, -1.17], [1.04, 1.61, 0.10], [-0.71, 0.91, 8.62], [0.73, 0.62, 7.14], [1.65, 1.15, 4.95], [-2.04, 0.00, 3.10], [-2.95, -0.56, 5.33], [1.43, 2.63, 3.27], [2.62, 4.15, 1.67], [3.14, 4.76, -0.67], [2.25, 3.32, -2.52], [0.89, 1.34, -1.95], [-0.56, -1.96, 2.25], [0.73, -1.79, 1.76], [1.58, -2.64, 2.18], [2.97, -2.76, 1.79], [3.73, -3.69, 2.51], [5.07, -3.89, 2.23], [5.67, -3.17, 1.20], [4.92, -2.27, 0.47], [3.58, -2.04, 0.74], [2.60, -0.93, -0.37], [2.66, -1.96, -1.89], [2.96, -3.32, -1.88], [2.96, -4.05, -3.06], [2.67, -3.44, -4.27], [2.33, -2.09, -4.28], [2.31, -1.36, -3.10], [3.94, 0.28, -0.70], [4.32, 1.07, 0.39], [5.32, 2.02, 0.27], [5.97, 2.18, -0.95], [5.63, 1.38, -2.02], [4.62, 0.43, -1.91], [-0.62, -2.76, 2.80], [1.24, -3.39, 2.89], [3.27, -4.25, 3.31], [5.64, -4.61, 2.80], [6.72, -3.32, 0.97], [5.39, -1.75, -0.36], [3.19, -3.83, -0.95], [3.20, -5.11, -3.04], [2.68, -4.00, -5.19], [2.09, -1.61, -5.22], [2.01, -0.32, -3.12], [3.83, 0.92, 1.35], [5.60, 2.63, 1.12], [6.76, 2.92, -1.05], [6.16, 1.48, -2.96], [4.39, -0.19, -2.75], [-0.71, 1.43, -5.82], [-0.83, 0.08, -5.14], [-1.05, 0.06, -3.34], [-2.73, 0.73, -3.11], [-2.88, 2.24, -3.27], [-1.58, 3.17, -2.38], [-1.11, 4.49, -3.53], [-0.61, 4.09, -4.92], [0.43, 2.60, -5.00], [-1.68, 1.92, -5.87], [-0.35, 1.29, -6.84], [0.09, -0.49, -5.28], [-1.65, -0.48, -5.59], [-2.97, 0.42, -2.09], [-3.39, 0.21, -3.80], [-3.85, 2.55, -2.86], [-2.84, 2.54, -4.32], [-0.32, 4.99, -2.98], [-1.95, 5.18, -3.64], [0.00, 4.91, -5.31], [-1.43, 3.93, -5.61], [-9.59, -2.61, 2.29], [-8.53, -2.28, 2.02], [-7.20, -1.87, 1.66], [-6.67, -2.24, 0.42], [-5.40, -1.84, 0.07], [-4.63, -1.07, 0.94], [-5.18, -0.69, 2.17], [-6.45, -1.09, 2.53], [-3.26, -0.63, 0.59], [-2.33, -1.55, 0.08], [-2.53, -2.92, -0.19], [-1.40, -3.35, -0.87], [-0.55, -2.25, -0.96], [-1.07, -1.17, -0.38], [-2.95, 0.73, 0.75], [-3.85, 1.81, 0.92], [-3.09, 2.96, 1.00], [-1.76, 2.56, 0.88], [-1.65, 1.23, 0.71], [-7.26, -2.85, -0.25], [-5.00, -2.11, -0.90], [-4.59, -0.08, 2.85], [-6.86, -0.80, 3.49], [-3.38, -3.51, 0.11], [-1.22, -4.34, -1.26], [0.40, -2.21, -1.47], [-4.93, 1.73, 0.95], [-3.45, 3.97, 1.11], [-0.89, 3.20, 0.90]]}

---

{"formula": "C54H49AsAuO3SSi", "method": "ωB97M-V with the def2-TZVPD basis set", "energy_ev": -146169.046, "e_lumo_ev": [-6.3, -6.4], "relative_energy_ev": 0.051, "total_charge": 1, "symbols": ["Au", "O", "S", "C", "C", "C", "C", "C", "C", "C", "C", "C", "C", "C", "C", "H", "H", "H", "H", "H", "H", "H", "H", "H", "H", "O", "As", "C", "C", "C", "C", "C", "C", "C", "C", "C", "C", "C", "C", "C", "C", "C", "C", "C", "C", "H", "H", "H", "H", "H", "H", "H", "H", "H", "H", "H", "H", "H", "H", "H", "O", "Si", "C", "C", "C", "C", "C", "C", "C", "C", "C", "C", "C", "C", "C", "C", "C", "C", "C", "C", "H", "H", "H", "H", "H", "H", "H", "H", "H", "H", "H", "H", "H", "H", "H", "C", "C", "C", "C", "C", "C", "H", "H", "H", "H", "H", "H", "H", "H", "H"], "xyz": [[0.31, -0.18, 0.50], [0.38, 1.33, -1.47], [-0.11, 0.63, -2.70], [0.26, 1.81, -4.05], [1.27, 2.73, -3.92], [1.61, 3.54, -4.99], [0.91, 3.43, -6.18], [-0.13, 2.53, -6.29], [-0.46, 1.71, -5.23], [1.25, -0.47, -3.18], [0.94, -1.67, -3.80], [1.97, -2.54, -4.14], [3.28, -2.20, -3.86], [3.58, -0.99, -3.26], [2.56, -0.12, -2.91], [1.79, 2.83, -2.97], [2.42, 4.24, -4.90], [1.16, 4.07, -7.02], [-0.69, 2.45, -7.22], [-1.28, 1.01, -5.30], [-0.08, -1.92, -4.02], [1.74, -3.48, -4.60], [4.08, -2.88, -4.12], [4.60, -0.72, -3.05], [2.78, 0.81, -2.42], [2.05, -1.25, -0.23], [3.12, -0.81, 0.95], [2.94, 1.00, 1.62], [3.21, 1.31, 2.95], [3.15, 2.64, 3.36], [2.82, 3.64, 2.46], [2.54, 3.33, 1.14], [2.60, 2.01, 0.72], [4.83, -0.93, 0.09], [5.60, 0.20, -0.14], [6.77, 0.09, -0.89], [7.15, -1.15, -1.39], [6.37, -2.27, -1.16], [5.20, -2.16, -0.44], [3.01, -2.03, 2.45], [1.77, -2.15, 3.07], [1.62, -3.04, 4.12], [2.70, -3.81, 4.54], [3.93, -3.68, 3.92], [4.09, -2.79, 2.87], [3.46, 0.52, 3.65], [3.37, 2.90, 4.39], [2.77, 4.66, 2.80], [2.27, 4.10, 0.45], [2.35, 1.74, -0.30], [5.29, 1.16, 0.26], [7.38, 0.96, -1.07], [8.06, -1.23, -1.97], [6.68, -3.23, -1.55], [4.54, -3.01, -0.28], [0.93, -1.55, 2.72], [0.66, -3.14, 4.62], [2.57, -4.51, 5.35], [4.76, -4.28, 4.26], [5.05, -2.69, 2.37], [-1.49, -1.09, -0.61], [-3.02, -1.21, -0.40], [-3.92, -1.86, -1.96], [-3.27, -1.83, -3.18], [-3.84, -2.42, -4.29], [-5.08, -3.03, -4.19], [-5.75, -3.04, -2.97], [-5.17, -2.44, -1.86], [-3.63, -2.07, 1.18], [-3.90, -3.44, 1.17], [-4.26, -4.10, 2.33], [-4.37, -3.40, 3.52], [-4.10, -2.04, 3.55], [-3.74, -1.38, 2.39], [-3.90, 0.54, -0.30], [-3.08, 1.64, -0.43], [-3.63, 2.90, -0.27], [-4.98, 3.05, -0.01], [-5.79, 1.93, 0.11], [-5.25, 0.66, -0.04], [-2.30, -1.35, -3.25], [-3.32, -2.41, -5.24], [-5.53, -3.49, -5.05], [-6.72, -3.51, -2.89], [-5.70, -2.46, -0.92], [-3.81, -3.99, 0.25], [-4.45, -5.16, 2.30], [-4.64, -3.92, 4.43], [-4.17, -1.49, 4.48], [-3.53, -0.32, 2.42], [-2.03, 1.52, -0.63], [-2.98, 3.76, -0.36], [-5.40, 4.03, 0.10], [-6.84, 2.04, 0.31], [-5.89, -0.20, 0.07], [-0.49, 2.41, 4.81], [-1.33, 2.74, 3.57], [-2.82, 2.70, 3.95], [-0.96, 4.12, 3.00], [-1.03, 1.75, 2.54], [-0.68, 0.95, 1.72], [-0.76, 3.07, 5.63], [0.58, 2.52, 4.60], [-0.67, 1.38, 5.11], [-3.02, 3.48, 4.68], [-3.08, 1.74, 4.38], [-3.45, 2.88, 3.08], [-1.19, 4.90, 3.72], [-1.52, 4.30, 2.09], [0.10, 4.15, 2.76]]}

---

{"formula": "C54H49AuN3OP3S", "method": "ωB97M-V with the def2-TZVPD basis set", "energy_ev": -105687.589, "e_lumo_ev": -4.6, "total_charge": 2, "symbols": ["Au", "O", "S", "C", "C", "C", "C", "C", "C", "C", "C", "C", "C", "P", "C", "C", "C", "C", "C", "C", "C", "C", "C", "C", "C", "C", "C", "C", "C", "C", "C", "C", "C", "C", "C", "C", "C", "C", "P", "C", "C", "C", "C", "C", "C", "C", "C", "C", "C", "C", "C", "C", "C", "H", "H", "H", "H", "H", "H", "H", "H", "H", "H", "H", "H", "H", "H", "H", "H", "H", "H", "H", "H", "H", "H", "H", "H", "H", "H", "H", "H", "H", "H", "H", "H", "H", "H", "H", "H", "C", "N", "C", "N", "C", "N", "C", "P", "C", "C", "H", "H", "H", "H", "H", "H", "H", "H", "H", "H", "H", "H", "H"], "xyz": [[-0.28, -1.00, 0.10], [0.09, 1.92, -2.09], [0.56, 1.80, -0.69], [2.21, 2.58, -0.69], [2.64, 3.39, -1.72], [3.89, 3.95, -1.69], [4.70, 3.79, -0.59], [5.91, 4.43, -0.07], [6.41, 3.65, 1.24], [5.22, 2.77, 1.52], [4.90, 1.85, 2.48], [3.81, 0.96, 2.32], [2.87, 1.04, 1.30], [2.15, -0.53, 0.63], [2.92, -0.69, -0.98], [4.30, -0.52, -1.09], [4.95, -0.83, -2.27], [4.26, -0.96, -3.43], [2.84, -0.76, -3.43], [2.18, -0.66, -2.19], [2.68, -1.72, 1.73], [3.93, -2.42, 1.69], [4.40, -3.08, 2.82], [3.62, -3.24, 3.95], [2.40, -2.57, 3.92], [1.86, -1.87, 2.91], [3.03, 2.14, 0.36], [4.25, 2.89, 0.45], [-0.50, 2.98, 0.43], [0.21, 3.94, 1.03], [-0.37, 5.18, 1.37], [-1.70, 5.39, 1.15], [-2.54, 6.57, 1.47], [-3.98, 6.17, 0.84], [-3.80, 4.80, 0.30], [-4.69, 3.79, -0.14], [-4.17, 2.49, -0.45], [-2.83, 2.13, -0.11], [-2.44, 0.40, 0.22], [-3.35, 0.09, 1.72], [-2.68, -0.41, 2.85], [-3.30, -0.62, 4.13], [-4.67, -0.37, 4.19], [-5.38, 0.02, 3.04], [-4.72, 0.25, 1.78], [-3.26, -0.28, -1.22], [-2.86, 0.25, -2.45], [-3.62, -0.01, -3.60], [-4.70, -0.91, -3.56], [-4.89, -1.62, -2.36], [-4.28, -1.26, -1.17], [-1.90, 3.13, 0.20], [-2.49, 4.35, 0.55], [1.99, 3.51, -2.59], [4.07, 4.61, -2.56], [5.75, 5.50, 0.22], [6.69, 4.69, -0.79], [6.46, 4.42, 2.08], [7.31, 3.10, 1.16], [5.38, 1.71, 3.50], [3.64, 0.19, 3.06], [4.92, -0.43, -0.24], [6.10, -1.02, -2.28], [4.82, -1.16, -4.32], [2.34, -0.78, -4.43], [1.13, -0.46, -2.19], [4.44, -2.59, 0.75], [5.36, -3.59, 2.65], [3.94, -3.93, 4.72], [1.87, -2.54, 4.88], [0.95, -1.26, 2.96], [1.23, 3.84, 1.42], [0.37, 5.98, 1.61], [-2.16, 7.55, 1.00], [-2.72, 6.82, 2.55], [-4.25, 6.92, 0.05], [-4.84, 6.28, 1.53], [-5.77, 3.94, -0.23], [-4.81, 1.77, -0.95], [-1.52, -0.54, 2.79], [-2.74, -1.12, 4.98], [-5.09, -0.57, 5.20], [-6.47, 0.09, 3.05], [-5.22, 0.72, 1.00], [-1.98, 0.86, -2.50], [-3.45, 0.52, -4.49], [-5.45, -0.99, -4.40], [-5.71, -2.33, -2.25], [-4.53, -1.60, -0.14], [-1.33, -6.11, -0.40], [-2.43, -5.22, -0.92], [-2.35, -5.06, -2.53], [-1.09, -4.72, -3.02], [-0.16, -5.68, -2.53], [-0.05, -5.73, -1.07], [0.54, -4.52, -0.55], [-0.66, -3.15, -0.91], [-2.17, -3.95, -0.23], [-0.60, -3.35, -2.78], [-1.56, -7.15, -0.73], [-1.22, -6.00, 0.68], [-3.36, -5.49, -0.71], [-3.09, -4.27, -2.76], [-2.74, -6.05, -2.85], [0.85, -5.46, -2.90], [-0.45, -6.62, -2.95], [1.58, -4.40, -0.87], [0.58, -4.65, 0.60], [-3.09, -3.35, -0.31], [-1.97, -4.19, 0.84], [0.32, -3.12, -3.35], [-1.37, -2.68, -3.20]]}